1) ORCA calculation (ωB97M-V/def2-TZVPD) on C4H7NO as an isolated structure.

Structure (XYZ):
```
13
Properties=species:S:1:pos:R:3:mulliken_charge:R:1
C 1.41 -0.53 -0.27 -0.70
C -0.15 0.13 0.65 0.05
C -0.42 1.41 0.05 -0.38
N 0.16 0.51 -0.95 -0.36
C -1.21 -0.85 0.84 -0.10
O -2.22 -0.63 1.48 -0.51
H 1.68 -0.88 -1.28 0.35
H 2.17 0.16 0.09 0.27
H 1.39 -1.42 0.37 0.31
H -1.46 1.63 -0.17 0.28
H 0.19 2.29 0.27 0.18
H -0.55 0.04 -1.51 0.32
H -1.00 -1.87 0.45 0.30
```

## Properties
total charge: 0
molar mass: 85.106 g mol⁻¹
frontier orbital gap: 0.316 Eh
E_LUMO: 0.598 eV

2) ORCA calculation (ωB97M-V/def2-TZVPD) on one molecule with the formula C4H7NO.

Structure (XYZ):
```
13
Properties=species:S:1:pos:R:3:mulliken_charge:R:1
N 0.63 -2.44 -0.84 -0.52
C 0.41 -1.35 -1.17 0.26
C 0.47 0.10 -1.15 -0.43
C -0.58 0.87 -0.36 -0.50
C -0.59 0.22 1.03 -0.54
O 0.76 -0.08 1.40 -0.59
H 1.24 0.02 -0.32 0.32
H 0.73 0.56 -2.12 0.36
H -0.21 1.90 -0.30 0.28
H -1.60 0.93 -0.75 0.32
H -1.01 0.88 1.78 0.36
H -1.17 -0.71 0.96 0.36
H 0.81 -0.95 1.82 0.32
```

## Properties
total charge: 0
molar mass: 85.106 g mol⁻¹
SMILES string: N#CCCCO
frontier orbital gap: 0.420 Eh
E_LUMO: 0.810 eV

Order of stability, best first: 2), 1)

1) ORCA calculation (ωB97M-V/def2-TZVPD) on one molecule with the formula C4H7NO.

Structure (XYZ):
```
13
Properties=species:S:1:pos:R:3:mulliken_charge:R:1
C 1.19 -0.11 1.40 -0.50
N 0.93 -1.29 0.61 -0.59
C 1.01 -0.01 -0.08 0.14
C -0.11 0.95 -0.22 -0.47
C -1.55 0.24 -1.17 -0.45
O -1.32 0.35 0.21 -0.26
H 0.38 0.30 2.00 0.23
H 2.18 0.02 1.83 0.27
H -0.05 -1.55 0.72 0.33
H 1.90 0.13 -0.69 0.39
H -0.68 0.97 -1.56 0.34
H -2.46 0.76 -1.47 0.32
H -1.43 -0.77 -1.58 0.25
```

## Properties
total charge: 0
molar mass: 85.106 g mol⁻¹
frontier orbital gap: 0.341 Eh
E_LUMO: 0.901 eV

2) ORCA calculation (ωB97M-V/def2-TZVPD) on a 2-piece molecular cluster, C4H7NO overall.

Structure (XYZ):
```
13
Properties=species:S:1:pos:R:3:mulliken_charge:R:1
C -0.38 1.83 0.02 -1.09
C -0.07 0.45 -0.47 -0.02
C 1.00 -0.24 -0.09 -0.22
O 1.93 0.30 0.76 -0.48
C -2.60 -1.94 0.41 -0.17
N -1.62 -2.39 -0.04 -0.13
H -1.43 2.08 -0.15 0.33
H -0.18 1.92 1.09 0.28
H 0.23 2.59 -0.49 0.27
H -0.76 -0.04 -1.15 0.37
H -0.74 -2.70 -0.41 0.32
H 1.20 -1.26 -0.42 0.21
H 2.58 -0.37 0.98 0.33
```

## Properties
total charge: 0
molar mass: 85.106 g mol⁻¹
frontier orbital gap: 0.342 Eh
E_LUMO: 0.536 eV

Order of stability, best first: 2), 1)

1) ORCA calculation (ωB97M-V/def2-TZVPD) on one molecule with the formula C7H9NO.

Structure (XYZ):
```
18
Properties=species:S:1:pos:R:3:mulliken_charge:R:1
C -0.12 -1.70 -2.20 -0.93
C 0.16 -1.02 -1.06 0.59
C 0.66 -1.54 0.32 0.24
O 0.80 -2.61 1.03 -0.64
C 0.30 -0.37 1.10 0.03
C 1.19 0.68 0.38 -0.66
C 0.19 0.45 -0.79 -0.21
N -0.92 0.18 0.37 -0.30
C -1.17 1.54 1.04 -1.04
H -0.68 -0.98 -3.01 0.14
H -0.34 -2.78 -2.60 0.31
H 0.56 -0.50 2.21 0.40
H 2.29 0.56 0.07 0.30
H 1.12 1.54 1.16 0.24
H -0.03 0.87 -1.75 0.47
H -1.98 2.10 0.59 0.38
H -0.58 2.37 0.99 0.44
H -1.44 1.23 2.14 0.26
```

## Properties
total charge: 0
molar mass: 123.155 g mol⁻¹
SMILES string: C=C1C(=O)[C@H]2C[C@@H]1N2C
frontier orbital gap: 0.341 Eh
E_LUMO: 0.095 eV

2) ORCA calculation (ωB97M-V/def2-TZVPD) on one molecule with the formula C7H9NO.

Structure (XYZ):
```
18
Properties=species:S:1:pos:R:3:mulliken_charge:R:1
C -1.90 0.29 1.39 -1.17
C -0.84 0.31 0.58 0.41
C 0.17 1.42 0.58 -0.41
C 1.24 1.26 -0.49 0.23
O 1.87 2.20 -0.93 -0.56
N 1.82 -0.11 -0.55 -0.24
C 0.70 -0.68 -1.14 -0.35
C -0.05 -1.95 -0.31 -0.88
C -0.71 -0.64 -0.55 0.09
H -2.13 1.13 2.04 0.33
H -2.69 -0.43 1.26 0.31
H 0.68 1.44 1.55 0.27
H -0.30 2.40 0.45 0.32
H 2.80 -0.17 -0.21 0.28
H 0.81 -0.91 -2.20 0.37
H 0.39 -2.12 0.66 0.29
H -0.35 -2.82 -0.86 0.32
H -1.52 -0.62 -1.28 0.39
```

## Properties
total charge: 0
molar mass: 123.155 g mol⁻¹
SMILES string: C=C1CC(=O)N[C@H]2C[C@@H]12
frontier orbital gap: 0.347 Eh
E_LUMO: 0.797 eV

Order of stability, best first: 2), 1)

1) ORCA calculation (ωB97M-V/def2-TZVPD) on one molecule with the formula C4H4N2.

Structure (XYZ):
```
10
Properties=species:S:1:pos:R:3:mulliken_charge:R:1
C -0.31 1.17 -0.22 -1.15
C 0.09 -0.18 0.21 0.77
C -0.88 -1.09 0.00 0.01
N -1.52 -2.06 -0.17 -0.42
C 1.43 -0.65 -0.11 0.01
N 2.57 -1.27 -0.13 -0.42
H -0.26 1.16 -1.42 0.28
H 0.31 1.74 0.31 0.45
H -1.50 1.15 0.13 0.27
H 0.06 0.04 1.40 0.18
```

## Properties
total charge: 0
molar mass: 80.090 g mol⁻¹
SMILES string: CC(C#N)C#N
frontier orbital gap: 0.415 Eh
E_LUMO: -0.100 eV

2) ORCA calculation (ωB97M-V/def2-TZVPD) on one molecule with the formula C4H4N2.

Structure (XYZ):
```
10
Properties=species:S:1:pos:R:3:mulliken_charge:R:1
N -1.17 2.66 -0.37 -0.40
C -0.60 1.77 0.12 0.30
C 0.07 0.63 0.75 -0.33
C 1.39 0.03 0.21 -0.50
C 0.28 -0.55 -0.11 0.21
N -0.59 -1.36 -0.75 -0.43
H -0.34 0.43 1.74 0.32
H 2.47 0.11 0.08 0.36
H -0.24 -1.94 -1.50 0.22
H -1.29 -1.77 -0.16 0.24
```

## Properties
total charge: 0
molar mass: 80.090 g mol⁻¹
SMILES string: N#C[C@@H]1C=C1N
frontier orbital gap: 0.371 Eh
E_LUMO: 0.678 eV

3) ORCA calculation (ωB97M-V/def2-TZVPD) on one molecule with the formula C4H4N2.

Structure (XYZ):
```
10
Properties=species:S:1:pos:R:3:mulliken_charge:R:1
N -0.16 1.19 -0.57 -0.35
C 0.42 -0.13 -0.09 -0.72
C -0.25 -0.67 1.00 -0.47
C -0.86 -1.11 1.95 0.32
C 1.18 -0.76 -1.06 0.22
N 1.81 -1.25 -1.92 -0.49
H -0.14 1.32 -1.59 0.34
H -1.12 1.36 -0.23 0.33
H 0.57 1.67 -0.06 0.41
H -1.41 -1.56 2.73 0.42
```

## Properties
total charge: 0
molar mass: 80.090 g mol⁻¹
frontier orbital gap: 0.265 Eh
E_LUMO: -0.054 eV

Order of stability, best first: 2), 1), 3)

1) ORCA calculation (ωB97M-V/def2-TZVPD) on one molecule with the formula C4H4N2.

Structure (XYZ):
```
10
Properties=species:S:1:pos:R:3:mulliken_charge:R:1
C -0.16 -0.94 1.99 0.14
C 0.07 -0.52 0.89 -0.69
C 0.38 0.04 -0.44 0.31
N 0.04 1.45 -0.63 -0.61
C -0.27 -0.78 -1.49 0.07
N -0.77 -1.44 -2.29 -0.38
H -0.36 -1.33 2.97 0.41
H 1.46 -0.05 -0.61 0.21
H -0.95 1.59 -0.45 0.29
H 0.54 1.99 0.07 0.25
```

## Properties
total charge: 0
molar mass: 80.090 g mol⁻¹
SMILES string: C#C[C@H](N)C#N
frontier orbital gap: 0.409 Eh
E_LUMO: 0.658 eV

2) ORCA calculation (ωB97M-V/def2-TZVPD) on one molecule with the formula C4H4N2.

Structure (XYZ):
```
10
Properties=species:S:1:pos:R:3:mulliken_charge:R:1
C 0.77 0.71 0.00 -0.01
C 2.07 0.35 0.17 -0.56
N -0.39 -2.74 0.19 -0.62
N -0.87 -1.70 0.14 0.45
C -1.39 -0.52 0.09 -0.16
C -0.57 0.69 0.05 -0.25
H 1.36 1.72 0.05 0.24
H 2.62 0.34 -0.79 0.21
H -2.47 -0.48 0.06 0.36
H -1.12 1.62 0.04 0.33
```

## Properties
total charge: 0
molar mass: 80.090 g mol⁻¹
frontier orbital gap: 0.279 Eh
E_LUMO: 0.288 eV

Order of stability, best first: 1), 2)

1) ORCA calculation (ωB97M-V/def2-TZVPD) on one molecule with the formula C4H4N2.

Structure (XYZ):
```
10
Properties=species:S:1:pos:R:3:mulliken_charge:R:1
H 2.52 -0.92 -0.21 0.31
N 2.20 0.03 -0.08 -0.60
C 0.95 -0.04 0.12 0.58
C -0.05 1.14 0.07 -0.34
C -1.17 0.54 -0.09 -0.39
C -1.02 -0.89 -0.09 -0.11
N 0.17 -1.34 0.14 -0.53
H 0.38 2.12 0.10 0.42
H -2.19 1.02 0.15 0.27
H -1.80 -1.66 -0.11 0.38
```

## Properties
total charge: 0
molar mass: 80.090 g mol⁻¹
SMILES string: [H]/N=C1/C=CC=N1
frontier orbital gap: 0.358 Eh
E_LUMO: -0.558 eV

2) ORCA calculation (ωB97M-V/def2-TZVPD) on a 3-piece molecular cluster, C4H4N2 overall.

Structure (XYZ):
```
10
Properties=species:S:1:pos:R:3:mulliken_charge:R:1
C 1.07 -1.58 -0.99 -0.44
C -0.08 -1.73 -1.32 -0.34
H 2.08 -1.44 -0.69 0.39
H -1.12 -1.82 -1.57 0.41
C 0.39 1.88 1.20 -0.47
C 0.92 1.60 0.15 -0.31
H -0.10 2.11 2.12 0.38
H 1.38 1.36 -0.78 0.41
N -2.37 -0.47 0.48 0.05
N -2.16 0.10 1.40 -0.06
```

## Properties
total charge: 0
molar mass: 80.090 g mol⁻¹
SMILES string: C#C.C#C.N#N
frontier orbital gap: 0.431 Eh
E_LUMO: 1.290 eV

3) ORCA calculation (ωB97M-V/def2-TZVPD) on one molecule with the formula C4H4N2.

Structure (XYZ):
```
10
Properties=species:S:1:pos:R:3:mulliken_charge:R:1
N -0.98 -1.16 0.00 -0.57
C -0.35 0.09 0.37 -0.15
C 1.11 0.00 0.22 -0.57
C 2.30 -0.07 0.09 0.30
C -1.29 2.23 -0.84 -0.17
N -0.83 1.26 -0.35 -0.04
H -0.76 -1.41 -0.96 0.27
H -1.98 -1.11 0.10 0.24
H -0.59 0.30 1.42 0.29
H 3.37 -0.13 -0.04 0.39
```

## Properties
total charge: 0
molar mass: 80.090 g mol⁻¹
frontier orbital gap: 0.420 Eh
E_LUMO: 0.794 eV

Order of stability, best first: 1), 3), 2)